# 1
ORCA calculation (wB97M-V/def2-TZVPD) on an isolated ion of composition C8H5F2N2O2 and charge -1 at a distorted geometry.

Each line ends with the Mulliken charge.
CARTESIAN COORDINATES (ANGSTROEM)
N  -1.7244  1.7979  -2.2588  -0.63
C  -1.3350  1.2571  -1.2969  -0.12
C  -0.8529  0.6344  -0.1504  1.32
C  -2.0277  0.0164  0.6740  -0.01
F  -2.7657  -0.8121  -0.0995  -0.28
F  -2.8727  0.9849  1.1428  -0.29
N  -0.2359  1.5458  0.7714  -0.79
C  0.9886  1.3736  1.0942  -0.12
C  2.0263  0.5291  0.5815  -0.53
C  1.7110  -0.2583  -0.5174  -0.24
C  0.3655  -0.5679  -0.9076  -0.37
C  0.3753  -2.1515  -0.2035  0.69
O  0.2985  -2.0828  1.0037  -0.61
O  0.6594  -2.9699  -1.0861  -0.70
H  -1.6412  -0.6053  1.6364  0.26
H  1.3049  2.1127  1.7930  0.41
H  3.0898  0.6300  0.9466  0.26
H  2.4628  -0.8302  -1.1460  0.34
H  0.1736  -0.6038  -1.9774  0.41

Computed properties:
Calculated total energy = -20886.6367 eV
Net charge = -1
Kohn-Sham gap = 8.07 eV
2S+1 = 1

---

# 2
ORCA calculation (wB97M-V/def2-TZVPD) on H28NeO14 as an isolated structure at a distorted geometry.

Each line ends with the Mulliken charge.
CARTESIAN COORDINATES (ANGSTROEM)
Ne  3.4908  9.3900  18.6511  0.00
O  3.0218  9.6579  21.8189  -0.59
H  2.2826  10.0316  21.3391  0.36
H  2.6469  9.3700  22.6512  0.29
O  1.6635  13.2764  18.0150  -0.69
H  1.5988  12.4258  18.4492  0.34
H  1.6281  13.0721  17.0806  0.35
O  4.6710  7.4639  21.1014  -0.69
H  5.5101  7.8289  21.3823  0.31
H  4.0694  8.2084  21.1134  0.36
O  1.4690  11.1814  20.0021  -0.76
H  1.4327  11.8019  20.7300  0.30
H  0.6860  10.6411  20.1080  0.30
O  3.0423  6.2237  18.8800  -0.63
H  3.5678  6.5816  19.5954  0.34
H  2.9442  5.2961  19.0950  0.31
O  7.3692  10.4931  19.3289  -0.69
H  7.1908  9.6823  18.8525  0.36
H  7.6867  11.0996  18.6600  0.30
O  4.8869  6.1622  16.8652  -0.65
H  5.3043  5.3011  16.8883  0.27
H  4.0468  6.0336  17.3055  0.37
O  0.3334  6.7808  17.9919  -0.65
H  0.4110  7.6610  17.6240  0.34
H  1.1596  6.6402  18.4543  0.38
O  6.2903  8.6950  17.2286  -0.67
H  5.7129  9.3596  16.8529  0.42
H  5.7112  7.9597  17.4294  0.32
O  2.1932  9.6247  15.0525  -0.67
H  3.0454  9.8974  15.3927  0.38
H  2.2516  9.7768  14.1093  0.28
O  4.7678  10.6096  16.0851  -0.71
H  5.4047  10.9423  15.4526  0.26
H  4.3854  11.3951  16.4763  0.34
O  -0.0488  9.3679  16.6968  -0.68
H  -0.3382  10.2624  16.8768  0.29
H  0.8017  9.4721  16.2704  0.39
O  4.5411  13.0054  18.1719  -0.65
H  4.5799  12.4725  18.9661  0.39
H  3.6208  13.2578  18.0970  0.40
O  5.1081  11.5670  20.5521  -0.72
H  4.7087  10.9732  21.1878  0.34
H  5.6907  11.0096  20.0362  0.33

Computed properties:
Calculated total energy = -32630.1206 eV
Net charge = 0
Kohn-Sham gap = 10.05 eV
2S+1 = 1

---

Repeat the first record exactly.
ORCA calculation (wB97M-V/def2-TZVPD) on an isolated ion of composition C8H5F2N2O2 and charge -1 at a distorted geometry.

Each line ends with the Mulliken charge.
CARTESIAN COORDINATES (ANGSTROEM)
N  -1.7244  1.7979  -2.2588  -0.63
C  -1.3350  1.2571  -1.2969  -0.12
C  -0.8529  0.6344  -0.1504  1.32
C  -2.0277  0.0164  0.6740  -0.01
F  -2.7657  -0.8121  -0.0995  -0.28
F  -2.8727  0.9849  1.1428  -0.29
N  -0.2359  1.5458  0.7714  -0.79
C  0.9886  1.3736  1.0942  -0.12
C  2.0263  0.5291  0.5815  -0.53
C  1.7110  -0.2583  -0.5174  -0.24
C  0.3655  -0.5679  -0.9076  -0.37
C  0.3753  -2.1515  -0.2035  0.69
O  0.2985  -2.0828  1.0037  -0.61
O  0.6594  -2.9699  -1.0861  -0.70
H  -1.6412  -0.6053  1.6364  0.26
H  1.3049  2.1127  1.7930  0.41
H  3.0898  0.6300  0.9466  0.26
H  2.4628  -0.8302  -1.1460  0.34
H  0.1736  -0.6038  -1.9774  0.41

Computed properties:
Calculated total energy = -20886.6367 eV
Net charge = -1
Kohn-Sham gap = 8.07 eV
2S+1 = 1

---

Look up the calculated total energy of the second one.
-32630.1206 eV

---

Please write out number 1 again, unchanged.
ORCA calculation (wB97M-V/def2-TZVPD) on an isolated ion of composition C8H5F2N2O2 and charge -1 at a distorted geometry.

Each line ends with the Mulliken charge.
CARTESIAN COORDINATES (ANGSTROEM)
N  -1.7244  1.7979  -2.2588  -0.63
C  -1.3350  1.2571  -1.2969  -0.12
C  -0.8529  0.6344  -0.1504  1.32
C  -2.0277  0.0164  0.6740  -0.01
F  -2.7657  -0.8121  -0.0995  -0.28
F  -2.8727  0.9849  1.1428  -0.29
N  -0.2359  1.5458  0.7714  -0.79
C  0.9886  1.3736  1.0942  -0.12
C  2.0263  0.5291  0.5815  -0.53
C  1.7110  -0.2583  -0.5174  -0.24
C  0.3655  -0.5679  -0.9076  -0.37
C  0.3753  -2.1515  -0.2035  0.69
O  0.2985  -2.0828  1.0037  -0.61
O  0.6594  -2.9699  -1.0861  -0.70
H  -1.6412  -0.6053  1.6364  0.26
H  1.3049  2.1127  1.7930  0.41
H  3.0898  0.6300  0.9466  0.26
H  2.4628  -0.8302  -1.1460  0.34
H  0.1736  -0.6038  -1.9774  0.41

Computed properties:
Calculated total energy = -20886.6367 eV
Net charge = -1
Kohn-Sham gap = 8.07 eV
2S+1 = 1